{"formula": "C10H14F2Si", "method": "the ωB97M-V functional and the def2-TZVPD basis", "elements": ["C", "C", "C", "C", "C", "C", "C", "C", "C", "C", "F", "F", "Si", "H", "H", "H", "H", "H", "H", "H", "H", "H", "H", "H", "H", "H", "H"], "xyz": [[1.4732, -0.6460, 3.9363], [0.8972, -1.5460, 2.9818], [1.5480, 0.6863, 3.5685], [0.3768, -1.1351, 1.8124], [1.1546, 1.0757, 2.3141], [0.5522, 0.1639, 1.4988], [1.2320, 0.0057, -2.2473], [-1.6289, -1.3764, -1.7551], [-1.6892, 1.1418, -3.1447], [-0.5569, 1.2904, -0.2297], [-1.7846, 1.3486, 0.3695], [0.0414, 2.4761, -0.2963], [-0.6746, 0.2489, -1.8858], [1.6539, -1.0954, 4.8694], [0.7288, -2.5072, 3.2143], [1.7373, 1.5497, 4.2451], [-0.3154, -1.8517, 1.2299], [1.2886, 2.1231, 2.0648], [1.6124, -0.5563, -3.0013], [1.7160, 0.9515, -2.1715], [1.5830, -0.5929, -1.4241], [-0.7250, -2.1573, -1.6485], [-2.3772, -1.7305, -1.1124], [-1.9464, -1.5446, -2.8113], [-1.4160, 0.8640, -4.1543], [-2.6110, 0.5837, -3.1205], [-1.8703, 2.2301, -3.1020]], "forces_ev_per_angstrom": [[-1.267, -0.831, -2.340], [1.409, 2.870, 1.842], [0.232, 0.675, 1.736], [-2.152, -1.423, -2.169], [-0.090, 0.480, -0.652], [-1.518, 3.266, -3.749], [-2.577, 0.623, 2.566], [4.014, -1.676, -1.583], [-0.288, 0.550, -0.516], [0.713, -3.229, 1.903], [0.579, 0.808, -0.236], [-0.368, 0.109, 0.321], [1.321, -0.057, 0.441], [0.586, 0.122, 1.220], [-0.265, -3.401, 1.226], [0.443, -1.148, -0.141], [1.432, 1.262, 0.689], [-0.287, -0.084, -0.299], [0.540, -1.262, -3.051], [0.426, 0.806, -0.082], [0.073, -0.005, 1.019], [-1.912, 1.327, -0.083], [-1.078, 0.187, 1.102], [-0.001, 0.053, 0.654], [0.775, 0.244, -0.402], [-0.896, 0.321, 0.504], [0.156, -0.586, 0.081]], "lowdin_charge": [-0.0509, -0.0955, -0.1050, -0.1284, -0.1200, -0.0340, -0.1421, -0.1785, -0.1879, -0.3541, 0.0027, 0.0508, 0.6134, 0.0831, 0.0616, 0.1175, 0.1371, 0.1036, -0.0171, 0.0209, 0.0175, 0.0741, 0.0029, 0.0347, 0.0314, 0.0134, 0.0486], "lumo_energy_ev": 0.78, "homo_lumo_gap_ev": 9.28}

***

{"formula": "C10H14FN2O2", "method": "the ωB97M-V functional and the def2-TZVPD basis", "elements": ["C", "C", "O", "C", "O", "C", "C", "C", "C", "C", "N", "C", "C", "N", "H", "H", "H", "H", "H", "H", "H", "H", "H", "H", "H", "H", "H", "H", "F"], "xyz": [[-3.3321, 1.0338, 1.6195], [-2.3120, 1.0354, 0.5071], [-2.6579, 0.0453, -0.4891], [-1.6969, -0.4096, -1.2956], [-1.5999, -1.5689, -1.5813], [-0.7689, 0.6078, -1.9541], [0.7104, 0.3176, -1.6623], [1.0006, 0.0390, -0.1911], [2.5128, -0.1398, 0.1015], [2.9517, 0.8899, 1.0575], [3.2646, 1.6723, 1.8382], [2.8079, -1.5113, 0.7610], [2.7646, -2.5794, -0.2395], [2.7123, -3.3974, -1.0391], [-3.1303, 0.1260, 2.2336], [-3.1235, 1.9057, 2.2531], [-4.3494, 1.0851, 1.2280], [-1.3440, 0.8101, 0.9565], [-2.2607, 2.0102, 0.0009], [-1.0419, 1.6287, -1.6897], [-0.9184, 0.4636, -3.0264], [1.2854, 1.1926, -1.9898], [1.0423, -0.5211, -2.2803], [0.6122, 0.8645, 0.4054], [0.4667, -0.8667, 0.1094], [3.1074, -0.0328, -0.8080], [2.0890, -1.6978, 1.5593], [3.8107, -1.5027, 1.1925], [-2.6024, -1.5000, 2.4227]], "forces_ev_per_angstrom": [[0.380, 0.051, 0.276], [-0.193, 0.534, -0.090], [0.002, -0.271, 0.298], [0.090, 0.290, -0.072], [-0.130, -0.347, -0.213], [0.153, -0.187, 0.165], [0.073, 0.250, -0.165], [-0.012, -0.005, -0.364], [-0.276, 0.003, 0.604], [0.058, 0.054, -0.095], [0.048, -0.024, -0.092], [0.361, 0.125, -0.294], [-0.301, 0.176, 0.328], [0.120, -0.188, -0.233], [-0.414, -0.256, -0.363], [-0.162, 0.124, -0.164], [0.007, -0.009, 0.071], [-0.047, -0.154, -0.171], [0.052, -0.028, 0.032], [0.073, -0.016, 0.015], [-0.123, 0.178, 0.028], [0.050, -0.072, 0.029], [-0.044, -0.073, 0.140], [0.049, -0.099, 0.064], [-0.012, 0.086, 0.078], [-0.024, -0.025, 0.012], [-0.009, -0.075, -0.057], [-0.050, -0.049, 0.050], [0.278, 0.007, 0.183]], "lowdin_charge": [-0.1031, -0.2445, 0.0147, -0.5233, 0.1274, -0.1000, -0.1843, -0.1537, -0.2885, -0.2022, 0.1536, -0.1364, -0.2184, 0.1540, 0.0191, 0.0660, 0.0692, 0.1017, 0.1041, 0.1029, 0.1217, 0.1141, 0.1179, 0.1102, 0.1312, 0.1447, 0.1399, 0.1221, -0.7602], "lumo_energy_ev": 2.73, "total_charge": -1, "homo_lumo_gap_ev": 6.68}

***

{"formula": "C10H14FeN6O2S2", "method": "the ωB97M-V functional and the def2-TZVPD basis", "elements": ["Fe", "S", "C", "C", "N", "C", "S", "C", "N", "N", "C", "C", "C", "C", "N", "C", "N", "N", "C", "O", "O", "H", "H", "H", "H", "H", "H", "H", "H", "H", "H", "H", "H", "H", "H"], "xyz": [[2.1956, -1.8526, 0.8483], [4.4898, -1.8538, 0.7849], [4.6805, -1.6404, 2.5137], [6.0186, -1.3277, 2.9291], [7.0939, -1.0595, 3.2374], [3.7062, -1.7543, 3.4529], [2.0296, -2.1539, 3.1281], [4.0286, -1.5605, 4.8364], [4.2501, -1.3928, 5.9530], [0.0361, -1.9978, 0.3380], [-0.5278, -0.6742, 0.6563], [-1.9503, -0.4359, 0.1393], [-2.2093, -0.6713, -1.3547], [-1.3727, 0.1917, -2.3015], [-1.3914, 1.5978, -1.9281], [-2.2941, 2.4856, -2.2466], [-3.2558, 2.2458, -3.1573], [-2.2680, 3.6768, -1.6317], [0.5065, 0.4134, 0.2745], [0.1002, 1.5895, 0.1442], [1.6952, 0.0360, 0.1704], [-0.0905, -2.2264, -0.6428], [-0.4290, -2.7231, 0.8742], [-0.5598, -0.6191, 1.7492], [-2.2245, 0.5860, 0.4058], [-2.6311, -1.0850, 0.6960], [-3.2704, -0.4875, -1.5440], [-2.0439, -1.7196, -1.6215], [-1.6894, 0.0583, -3.3385], [-0.3221, -0.1026, -2.2742], [-0.7756, 1.7808, -1.0844], [-3.2055, 1.4192, -3.7245], [-3.8375, 2.9937, -3.4891], [-1.5765, 3.8511, -0.9202], [-2.9055, 4.4124, -1.8723]], "forces_ev_per_angstrom": [[0.065, 0.543, -0.007], [-0.007, -0.191, 0.053], [0.004, -0.073, -0.015], [-0.006, 0.065, 0.049], [0.014, -0.033, -0.019], [-0.006, -0.043, -0.009], [0.002, -0.056, -0.014], [0.019, 0.062, 0.014], [-0.009, -0.032, 0.008], [-0.045, -0.204, -0.030], [0.039, 0.005, -0.019], [0.003, -0.034, 0.005], [0.020, -0.004, 0.007], [-0.012, 0.017, -0.030], [-0.051, 0.001, -0.013], [0.004, -0.014, -0.015], [0.004, 0.008, 0.000], [-0.003, 0.027, 0.001], [0.004, -0.048, 0.093], [-0.003, 0.038, 0.003], [-0.093, -0.065, -0.101], [-0.025, 0.017, 0.009], [0.029, -0.007, 0.015], [-0.001, 0.019, -0.013], [0.006, 0.006, -0.005], [0.018, 0.000, -0.011], [0.003, 0.015, 0.014], [0.015, 0.006, 0.013], [-0.003, -0.007, 0.011], [0.000, -0.004, 0.008], [0.026, -0.007, 0.003], [-0.006, -0.001, 0.003], [0.001, 0.001, -0.003], [0.000, -0.005, -0.014], [-0.005, -0.001, 0.007]], "lowdin_spin": [3.6432, 0.0914, 0.0162, 0.0021, 0.0023, 0.0174, 0.1066, 0.0027, 0.0042, 0.0258, 0.0016, 0.0005, 0.0004, 0.0000, 0.0002, 0.0000, 0.0000, 0.0000, 0.0085, 0.0069, 0.0635, 0.0030, 0.0028, 0.0002, 0.0002, 0.0001, 0.0000, 0.0002, 0.0000, 0.0000, 0.0001, 0.0000, 0.0000, 0.0000, 0.0000], "s_squared": 6.015, "multiplicity": 5, "lumo_energy_ev": [-0.88, -0.88], "homo_lumo_gap_ev": [5.84, 6.05]}

***

{"formula": "C10H14I2N", "method": "the ωB97M-V functional and the def2-TZVPD basis", "elements": ["C", "C", "C", "C", "C", "C", "C", "C", "C", "C", "N", "I", "I", "H", "H", "H", "H", "H", "H", "H", "H", "H", "H", "H", "H", "H", "H"], "xyz": [[-1.8444, 0.4951, 1.0737], [-0.2923, 2.1674, 0.3591], [-1.1268, -0.4625, 0.3294], [0.4471, 1.2165, -0.3736], [-1.5017, 1.8752, 0.9923], [0.0243, -0.1139, -0.3764], [1.7450, -0.9574, -2.1003], [0.1018, -2.4799, -1.0671], [-2.2922, 3.0462, 1.5515], [2.6037, -1.4889, 0.8463], [0.6953, -1.1564, -1.0350], [-3.9248, 2.6793, 2.9781], [1.4175, -1.7195, 2.4704], [-2.7549, 0.2038, 1.4959], [-0.0794, 3.1411, 0.2167], [-1.6182, -1.3865, 0.1971], [1.2595, 1.6274, -0.9630], [1.3974, -1.1956, -3.1926], [2.0956, 0.0876, -2.0180], [2.4733, -1.5780, -1.7182], [0.6592, -3.0510, -1.6655], [-0.0294, -2.8852, -0.0869], [-0.9278, -2.6805, -1.4224], [-2.8892, 3.5766, 0.6940], [-1.4964, 3.8092, 1.8921], [3.0742, -2.3576, 0.3403], [2.7834, -0.4126, 0.5822]], "forces_ev_per_angstrom": [[1.324, 1.532, -1.806], [-0.880, -3.490, -1.004], [-0.573, 1.808, 1.061], [-0.569, 1.055, 0.860], [-0.098, -1.702, 1.005], [0.065, -0.646, -0.657], [-2.491, 1.738, -0.762], [-2.628, 1.421, 1.579], [-0.082, 1.677, -1.317], [-1.439, 0.739, -0.216], [0.482, 0.240, -0.122], [1.137, 0.056, -0.545], [0.746, 0.061, -1.108], [-1.203, -0.355, 0.804], [1.132, 3.227, -0.218], [-0.062, -1.033, 0.075], [0.084, -0.415, 0.072], [0.504, 0.382, 2.207], [-0.152, -0.641, -0.360], [2.035, -1.408, -0.380], [2.498, -2.432, -1.942], [0.662, -0.384, 1.006], [0.148, 1.311, -0.486], [1.237, -1.071, 1.492], [-1.724, -1.059, 0.045], [-0.317, 0.775, 0.540], [0.162, -1.385, 0.177]], "lowdin_charge": [-0.0230, -0.0235, -0.0547, 0.0027, -0.2943, -0.2956, -0.0055, -0.0702, -0.5827, -0.4487, -0.1533, 0.7481, 1.1279, 0.0630, 0.0811, 0.0915, 0.1088, 0.1486, 0.0848, 0.0322, 0.0508, 0.0575, 0.1240, 0.0818, 0.0872, 0.0338, 0.0279], "lumo_energy_ev": [-6.26, -6.26], "total_charge": 1, "e_above_lowest_kj_mol": 214.9, "homo_lumo_gap_ev": [5.37, 5.37]}

***

Asked for energy across the records above, the calculation gives -23906.1427 -20389.7969 -79691.7887 -28277.6814 eV in order.
Asked for largest force on an atom across the records above, the calculation gives 5.20 0.66 0.55 3.99 eV/A in order.